Entry 1:
ORCA calculation (ωB97M-V/def2-TZVPD) on a 2-piece molecular cluster, CH6O2Si overall.

**Kohn-Sham gap**: 10.75 eV
**HOMO level**: -0.3934 hartree
**Net charge**: 0
**SMILES**: C[Si](=O)O.[H][H]

```
10
CH6O2Si (ωB97M-V/def2-TZVPD)
C -0.264 0.294 -0.713
Si -0.934 -0.053 1.039
O -0.335 0.419 2.306
O -2.239 -0.988 0.908
H -0.241 1.336 -0.957
H 0.781 0.029 -0.589
H -0.644 -0.273 -1.496
H -2.584 -1.435 0.033
H 3.553 0.480 -0.226
H 2.906 0.191 -0.304
```

=====

Entry 2:
ORCA calculation (ωB97M-V/def2-TZVPD) on C3H6N2O in the gas phase.

**Kohn-Sham gap**: 10.27 eV
**HOMO level**: -0.3427 hartree
**Net charge**: 0
**SMILES**: [H]/N=C/CNC=O

```
12
C3H6N2O (ωB97M-V/def2-TZVPD)
H -1.322 -0.877 2.221
N -0.733 -0.342 1.585
C -0.449 -0.935 0.483
C 0.871 -0.572 -0.189
N 0.772 0.832 -0.579
C -0.476 1.284 -0.796
O -1.416 0.501 -0.941
H -0.933 -1.844 0.104
H 1.697 -0.690 0.513
H 1.027 -1.190 -1.078
H 1.509 1.469 -0.329
H -0.547 2.364 -0.995
```

=====

Entry 3:
ORCA calculation (ωB97M-V/def2-TZVPD) on a 3-piece molecular cluster, C14H35BClN2O6P2 overall.

**Kohn-Sham gap**: 7.51 eV
**HOMO level**: -0.4100 hartree
**Net charge**: +1

```
61
C14H35BClN2O6P2 (ωB97M-V/def2-TZVPD)
C -0.308 0.910 4.266
C -1.398 1.762 3.644
O -1.235 1.920 2.212
P -1.585 0.753 1.215
O -2.104 -0.496 1.800
C -0.017 0.397 0.377
C -0.111 -0.918 -0.423
P 0.817 -2.282 0.269
Cl 0.320 -2.596 2.152
B 0.475 -3.962 -0.751
O 1.603 -4.437 -1.301
C -0.977 -4.504 -0.793
C -1.088 -5.995 -1.179
O -2.511 1.538 0.210
C -3.168 0.896 -0.907
C -4.134 1.887 -1.508
H 0.589 1.501 4.455
H -0.046 0.064 3.629
H -0.657 0.525 5.224
H -1.340 2.779 4.027
H -2.396 1.382 3.861
H 0.697 0.306 1.203
H 0.337 1.226 -0.235
H 0.333 -0.789 -1.419
H -1.136 -1.269 -0.567
H 2.172 -1.931 0.257
H 1.508 -4.842 -2.176
H -1.539 -3.889 -1.510
H -1.430 -4.340 0.191
H -1.985 -6.169 -1.772
H -0.234 -6.358 -1.753
H -1.184 -6.611 -0.286
H -3.676 0.000 -0.541
H -2.414 0.610 -1.648
H -3.661 2.870 -1.568
H -5.033 1.976 -0.898
H -4.412 1.580 -2.517
C -2.748 7.043 -0.280
C -2.385 5.580 -0.370
O -2.368 4.978 -1.434
N -2.076 4.932 0.783
C -2.048 5.443 2.135
H -2.965 7.396 -1.283
H -3.627 7.191 0.349
H -1.926 7.627 0.134
H -1.854 3.961 0.633
H -1.052 5.340 2.571
H -2.755 4.904 2.770
H -2.316 6.495 2.145
C 4.489 -3.326 -1.213
C 5.078 -2.039 -1.744
O 4.459 -0.991 -1.612
N 6.278 -2.083 -2.360
C 7.126 -3.237 -2.589
H 3.537 -3.057 -0.776
H 4.322 -4.049 -2.012
H 5.117 -3.790 -0.451
H 6.599 -1.185 -2.688
H 8.094 -3.107 -2.106
H 7.292 -3.390 -3.656
H 6.660 -4.130 -2.184
```

=====

Entry 4:
ORCA calculation (ωB97M-V/def2-TZVPD) on C31H24LiN4O5PS as an isolated structure.

**Kohn-Sham gap**: 7.14 eV
**HOMO level**: -0.1126 hartree
**Net charge**: -2

```
67
C31H24LiN4O5PS (ωB97M-V/def2-TZVPD)
Li 1.354 -0.862 -0.256
C -1.512 3.975 4.825
C -0.258 4.362 4.375
C 0.382 3.640 3.374
C -0.221 2.523 2.799
C -1.484 2.147 3.264
C -2.122 2.858 4.269
P 0.503 1.446 1.480
C 1.921 2.471 0.917
C 3.216 1.961 0.846
C 4.241 2.714 0.284
C 3.990 3.987 -0.204
C 2.699 4.502 -0.153
C 1.673 3.742 0.386
C 1.312 0.135 2.477
C 1.682 0.356 3.810
C 2.259 -0.669 4.540
C 2.473 -1.898 3.924
C 2.134 -2.079 2.591
C 1.529 -1.088 1.789
H -2.014 4.543 5.600
H 0.233 5.224 4.813
H 1.367 3.946 3.043
H -1.963 1.278 2.826
H -3.099 2.544 4.616
H 3.421 0.958 1.201
H 5.234 2.288 0.218
H 4.791 4.571 -0.643
H 2.490 5.489 -0.550
H 0.661 4.135 0.405
H 1.520 1.319 4.282
H 2.539 -0.515 5.577
H 2.911 -2.712 4.495
H 2.345 -3.052 2.149
O 5.033 -0.859 -0.554
C 4.238 -1.569 -1.151
C 4.632 -2.933 -1.749
C 3.372 -3.388 -2.473
C 2.355 -2.296 -2.112
O 1.173 -2.351 -2.433
N 2.926 -1.299 -1.390
H 4.912 -3.595 -0.928
H 5.506 -2.811 -2.389
H 2.991 -4.355 -2.143
H 3.478 -3.424 -3.558
O -8.468 -3.003 -2.616
S -7.220 -3.747 -2.551
O -7.162 -4.915 -3.416
O -6.704 -3.950 -1.213
C -6.030 -2.614 -3.350
N -6.354 -2.207 -4.580
C -5.487 -1.402 -5.170
C -4.306 -0.993 -4.574
C -4.061 -1.460 -3.289
N -4.933 -2.270 -2.688
C -2.840 -1.084 -2.522
C -2.636 -1.580 -1.238
C -1.488 -1.215 -0.552
N -0.557 -0.405 -1.059
C -0.752 0.062 -2.287
C -1.867 -0.239 -3.046
H -5.749 -1.062 -6.169
H -3.619 -0.345 -5.098
H -3.374 -2.243 -0.806
H -1.293 -1.577 0.453
H 0.030 0.704 -2.680
H -1.957 0.185 -4.037
```

=====

Entry 5:
ORCA calculation (ωB97M-V/def2-TZVPD) on C6H8 as an isolated structure.

**Kohn-Sham gap**: 7.89 eV
**HOMO level**: -0.2972 hartree
**Net charge**: 0

```
14
C6H8 (ωB97M-V/def2-TZVPD)
C 0.581 -1.195 0.532
C 0.822 0.131 -0.245
C -0.133 0.200 -1.447
C -1.502 0.506 -0.889
C -1.240 0.657 0.537
C 0.114 0.876 0.801
H 0.379 -1.159 1.603
H 1.465 -1.879 0.404
H 1.876 0.330 -0.437
H -0.190 -0.745 -2.003
H 0.133 0.974 -2.183
H -0.785 -0.911 0.478
H -2.034 0.880 1.238
H 0.571 1.244 1.717
```

=====

Entry 6:
ORCA calculation (ωB97M-V/def2-TZVPD) on C5H12O in the gas phase.

**Kohn-Sham gap**: 11.26 eV
**HOMO level**: -0.3770 hartree
**Net charge**: 0
**SMILES**: CC(C)CCO

```
18
C5H12O (ωB97M-V/def2-TZVPD)
C -1.351 0.678 -1.145
C -0.581 -0.264 -0.215
C -1.540 -0.957 0.756
C 0.564 0.363 0.587
C 1.926 0.599 -0.085
O 2.804 -0.328 0.596
H -0.698 1.145 -1.891
H -1.844 1.478 -0.579
H -2.133 0.130 -1.688
H -0.120 -1.041 -0.844
H -2.027 -0.225 1.414
H -1.003 -1.667 1.393
H -2.326 -1.499 0.219
H 0.220 1.179 1.245
H 1.045 -0.403 1.194
H 2.332 1.605 0.072
H 1.912 0.381 -1.161
H 2.818 -1.176 0.133
```

=====

Entry 7:
ORCA calculation (ωB97M-V/def2-TZVPD) on a 2-piece molecular cluster, C5H10N3 overall.

**Kohn-Sham gap (spin up / spin down)**: 6.00 / 8.01 eV
**HOMO level (spin up / spin down)**: -0.4388 / -0.4531 hartree
**Net charge**: +1

```
18
C5H10N3 (ωB97M-V/def2-TZVPD)
C 1.009 -2.613 0.459
C 0.731 -1.776 1.526
C 1.272 -2.208 -0.881
C 0.382 -0.389 1.599
C 0.952 -1.070 -1.444
N -0.045 0.336 0.576
N -1.797 2.609 -1.223
N -0.270 1.578 0.736
H 1.346 -3.603 0.694
H 0.474 -2.258 2.512
H 1.962 -2.824 -1.523
H 0.077 0.050 2.583
H 0.871 -0.459 -2.264
H -1.237 3.064 -2.005
H -2.380 2.144 -1.868
H -1.076 1.987 -0.104
H -2.402 3.279 -0.822
H 0.132 2.154 1.449
```

=====

Entry 8:
ORCA calculation (ωB97M-V/def2-TZVPD) on a 9-piece molecular cluster, C17H37N4O19 overall.

**Kohn-Sham gap**: 5.48 eV
**HOMO level**: -0.1718 hartree
**Net charge**: -1

```
77
C17H37N4O19 (ωB97M-V/def2-TZVPD)
C -4.209 1.063 -0.301
C -3.935 1.613 1.041
O -3.011 1.338 1.701
N -4.649 2.945 1.310
H -4.725 3.515 0.457
H -5.645 2.813 1.513
C -3.910 3.805 2.309
H -3.736 1.511 -1.187
H -5.265 0.987 -0.578
H -3.760 0.066 -0.285
H -2.871 3.924 2.039
H -3.922 3.158 3.191
H -4.551 4.628 2.606
C 0.678 -5.359 3.278
C 0.002 -5.778 2.035
O 0.039 -6.860 1.561
N -0.926 -4.808 1.366
H -1.862 -5.206 1.371
H -0.924 -3.880 1.845
C -0.436 -4.541 -0.038
H 1.122 -4.377 3.049
H 1.463 -5.991 3.665
H -0.084 -5.067 4.008
H -1.083 -3.860 -0.574
H -0.405 -5.465 -0.606
H 0.574 -4.144 0.031
C 2.939 2.732 -3.504
C 2.613 1.292 -3.194
O 3.453 0.538 -2.848
N 1.279 0.833 -3.596
H 0.708 0.736 -2.737
H 0.786 1.651 -4.023
C 1.316 -0.434 -4.435
H 2.488 2.999 -4.459
H 4.018 2.811 -3.640
H 2.732 3.379 -2.653
H 2.133 -0.360 -5.146
H 0.360 -0.436 -4.949
H 1.398 -1.284 -3.772
C 4.736 2.494 0.825
C 3.251 2.553 0.713
O 2.682 3.195 -0.111
N 2.468 1.666 1.605
H 1.462 1.847 1.499
H 2.638 0.676 1.307
C 2.772 1.916 3.054
H 5.088 1.491 1.064
H 4.965 3.263 1.577
H 5.236 2.906 -0.047
H 3.781 1.679 3.365
H 1.997 1.382 3.596
H 2.611 2.988 3.176
O -2.504 -0.390 -2.921
C -2.157 -1.593 -3.545
O -1.025 -2.069 -3.200
O -2.892 -2.017 -4.457
H -1.756 -0.394 -2.297
O -0.971 -0.225 3.642
C -1.439 -1.547 3.658
O -2.298 -1.830 4.502
O -1.108 -2.305 2.676
H -0.630 -0.141 2.731
O -2.373 2.552 -2.695
C -1.379 3.352 -3.224
O -0.566 2.824 -4.066
O -1.341 4.555 -2.912
H -2.113 1.681 -3.056
O -1.567 -0.901 -0.142
C -0.530 0.028 -0.178
O -0.390 0.781 -1.159
O 0.221 -0.020 0.858
H -1.158 -1.401 0.621
O 1.935 -2.427 1.337
C 3.220 -1.985 1.655
O 3.515 -0.839 1.141
O 3.948 -2.650 2.399
H 1.478 -1.579 1.153
```